10
Properties=species:S:1:pos:R:3 method="wB97M-V/def2-TZVPD" smiles="CSC(N)=O" de_lowest_kj_mol=13.91 total_energy_ha=-607.4015
C -1.61893 -0.19224 1.09122
S -0.56543 0.95813 0.15750
C 0.64562 -0.34875 -0.31843
N 1.79474 0.13734 -0.93662
O 0.41675 -1.52279 -0.23870
H -1.12427 -1.14297 0.98968
H -1.79371 0.05032 2.13231
H -2.48776 -0.27189 0.50927
H 2.42094 -0.61683 -1.23444
H 1.97434 1.11817 -1.08764

123
Properties=species:S:1:pos:R:3 method="wB97M-V/def2-TZVPD" de_lowest_kj_mol=6.38 total_charge=-2 total_energy_ha=-5295.1290
Cs 1.74650 0.51427 -1.33477
C -3.29428 1.95194 5.87267
C -3.16175 2.56312 4.47722
C -4.39710 2.15533 3.65984
C -3.15070 4.09182 4.62848
C -1.89718 2.09749 3.75839
C -1.61972 2.56712 2.47861
C -0.52076 2.13536 1.76467
Se -0.16177 2.95260 0.05844
C -1.77216 2.53953 -0.89065
C -2.71803 3.54646 -1.03665
C -3.89619 3.35056 -1.73955
C -4.07986 2.07912 -2.29500
C -3.17427 1.04022 -2.18203
C -1.94417 1.23405 -1.44578
O -1.06747 0.30996 -1.30965
C -3.44897 -0.31526 -2.84025
C -4.74940 -0.33515 -3.65108
C -3.56803 -1.39122 -1.75335
C -2.31107 -0.67094 -3.80919
C -4.95992 4.42929 -1.92838
C -4.56595 5.74646 -1.25904
C -5.17003 4.70450 -3.42538
C -6.29120 3.96720 -1.31752
C 0.39525 1.16456 2.27498
O 1.36292 0.69862 1.58325
C 0.16193 0.76721 3.64170
C -0.95873 1.22551 4.31798
C 1.24657 -0.05384 4.34443
C 2.54206 0.77586 4.33578
C 0.88943 -0.36633 5.79880
C 1.51515 -1.39581 3.64661
H -4.21806 2.30262 6.34202
H -3.32962 0.86167 5.82527
H -2.45810 2.23880 6.51438
H -5.31772 2.49695 4.14624
H -4.36120 2.57970 2.65540
H -4.43908 1.06932 3.55446
H -4.06265 4.44164 5.12493
H -2.28850 4.40791 5.21981
H -3.08408 4.58129 3.65611
H -2.27887 3.28815 2.00349
H -2.49529 4.50236 -0.57856
H -4.99070 1.90587 -2.85575
H -5.62469 -0.14705 -3.02444
H -4.73587 0.40174 -4.45829
H -4.86812 -1.32469 -4.10105
H -4.43132 -1.18343 -1.11523
H -3.69762 -2.38250 -2.20147
H -2.67545 -1.40057 -1.13410
H -2.27021 0.05913 -4.62250
H -1.35505 -0.66436 -3.28972
H -2.47975 -1.66077 -4.24626
H -3.63499 6.13892 -1.67255
H -5.35084 6.49118 -1.42013
H -4.43222 5.62115 -0.18286
H -4.24061 5.05372 -3.87974
H -5.47862 3.80049 -3.95276
H -5.94087 5.46810 -3.57646
H -6.17184 3.78125 -0.24830
H -7.06772 4.72748 -1.45592
H -6.63559 3.04050 -1.77953
H -1.11592 0.88981 5.33501
H 2.39159 1.71520 4.87399
H 3.36053 0.22529 4.81408
H 2.82251 0.99805 3.30699
H 0.82923 0.54101 6.40653
H -0.06414 -0.89518 5.87244
H 1.66610 -1.00480 6.22885
H 1.81281 -1.22685 2.61222
H 2.30533 -1.93830 4.17696
H 0.62057 -2.02431 3.66601
C 4.19619 -4.10340 -2.83212
Sb 3.99837 -2.77534 -1.14904
C 6.11830 -2.72565 -0.77053
C 3.73496 -4.44780 0.30129
C 2.62384 -5.39938 0.00110
C 2.90300 -6.50601 -0.80928
C 1.94167 -7.44057 -1.15207
C 0.64944 -7.29130 -0.66649
C 0.35594 -6.20951 0.14461
C 1.30983 -5.24661 0.48996
C 0.88274 -4.09787 1.34012
Sb 0.27620 -2.32034 0.17382
C -1.44966 -1.84121 1.35470
C -0.76161 -3.46777 -1.33030
H 3.24044 -4.58247 -3.04393
H 4.94345 -4.87008 -2.62096
H 4.50750 -3.51849 -3.69645
H 6.50837 -3.74482 -0.73879
H 6.32176 -2.22263 0.17451
H 6.58713 -2.15984 -1.57262
H 3.61529 -3.97105 1.27606
H 4.68549 -4.98541 0.30513
H 3.91587 -6.62644 -1.17792
H 2.20035 -8.27921 -1.78773
H -0.12209 -8.00976 -0.91663
H -0.65232 -6.08723 0.52585
H 1.67519 -3.76003 2.00711
H 0.02276 -4.37593 1.95173
H -2.17781 -2.65391 1.32434
H -1.87894 -0.92828 0.94387
H -1.15151 -1.63920 2.38220
H -1.59737 -4.02951 -0.91016
H -0.06255 -4.16208 -1.79777
H -1.13887 -2.77601 -2.08350
I 4.32281 -0.87056 -5.29056
C 5.66718 0.59972 -4.61249
C 6.37078 1.28926 -5.55902
C 7.25304 2.31490 -5.15386
C 7.37734 2.62016 -3.83031
C 6.64231 1.91392 -2.84414
C 6.74692 2.26237 -1.47664
C 6.01404 1.57704 -0.54868
C 5.18627 0.50433 -0.95140
C 5.02571 0.07798 -2.25549
C 5.76504 0.84553 -3.21249
H 6.24895 1.06062 -6.60919
H 7.81473 2.86048 -5.90350
H 8.03849 3.41972 -3.51023
H 7.39821 3.08243 -1.19171
H 6.06887 1.85491 0.49988
H 4.64347 -0.01379 -0.15345

15
Properties=species:S:1:pos:R:3 method="wB97M-V/def2-TZVPD" de_lowest_kj_mol=400.50 total_energy_ha=-345.6524
C 2.79729 -0.01331 0.33316
C 1.42528 0.13036 0.92590
O 0.56572 0.10650 -0.06906
C -0.80602 0.01457 0.31199
C -1.79307 1.00784 -0.30706
O -2.60068 -0.06960 -0.80644
C -1.57977 -1.02678 -0.49192
H 3.22806 -0.90094 0.81568
H 2.83485 -0.12884 -0.75753
H 3.42614 0.82439 0.65532
H -0.84824 -0.07207 1.39814
H -2.34708 1.64224 0.39313
H -1.36738 1.61921 -1.11228
H -1.02374 -1.34665 -1.38344
H -1.96512 -1.90040 0.04314

10
Properties=species:S:1:pos:R:3 method="wB97M-V/def2-TZVPD" de_lowest_kj_mol=421.87 total_energy_ha=-355.4792
N 1.34567 0.51733 0.20726
C 0.72415 -0.66369 0.26076
N 0.90002 1.37298 -0.79022
N -0.03603 0.79996 -1.39778
O -1.31295 0.57888 1.33376
C -1.06784 -0.42152 0.72670
C -0.24755 -0.45070 -0.77022
H 2.00742 0.87885 0.88107
H -1.52258 -1.40871 0.88153
H -0.79030 -1.20339 -1.33286

46
Properties=species:S:1:pos:R:3 method="wB97M-V/def2-TZVPD" smiles=COc1cccc(OC[C@H](O)C[N@H+]2CC[C@H](C)CC2)c1 de_lowest_kj_mol=0.00 total_charge=+1 total_energy_ha=-905.5175
C 0.14925 1.81514 -5.99702
O 0.52605 1.95354 -4.64338
C -0.43261 2.19364 -3.72064
C -1.79724 2.26499 -3.97228
C -2.66883 2.51498 -2.92470
C -2.20876 2.68580 -1.63606
C -0.84020 2.61545 -1.38004
O -0.49113 2.79154 -0.05443
C 0.85425 2.73972 0.34890
C 1.24556 1.31296 0.76906
O 1.20710 0.37768 -0.28786
C 0.26558 0.82074 1.86457
N 0.32524 -0.65356 1.90488
C -0.96064 -1.30722 2.23178
C -0.84806 -2.81257 2.02891
C 0.26489 -3.40650 2.89565
C 0.41353 -4.90205 2.64204
C 1.56889 -2.66635 2.58912
C 1.40333 -1.16519 2.78252
C 0.04386 2.36315 -2.41453
H 1.07746 1.66258 -6.54409
H -0.50427 0.95022 -6.14277
H -0.34590 2.71683 -6.36681
H -2.18697 2.13848 -4.96807
H -3.72722 2.57866 -3.12246
H -2.88083 2.89226 -0.81988
H 0.93279 3.39413 1.22173
H 1.53448 3.11086 -0.42189
H 2.27437 1.32176 1.14742
H 0.67010 0.72103 -1.01972
H 0.50684 1.24734 2.83706
H -0.74183 1.13431 1.57777
H 0.58321 -0.89845 0.92265
H -1.74007 -0.89540 1.58764
H -1.20691 -1.07605 3.27083
H -1.80307 -3.27302 2.28059
H -0.64579 -3.02889 0.97725
H 0.01112 -3.25373 3.94961
H 1.19789 -5.31756 3.26798
H -0.51348 -5.42052 2.86933
H 0.66748 -5.09352 1.60240
H 2.36239 -3.02002 3.24683
H 1.87653 -2.87393 1.56174
H 2.33054 -0.64634 2.53607
H 1.13462 -0.93953 3.81728
H 1.11650 2.33262 -2.29497

10
Properties=species:S:1:pos:R:3 method="wB97M-V/def2-TZVPD" de_lowest_kj_mol=35.61 total_charge=+1 total_energy_ha=-229.6484
O 1.16437 -0.62350 -1.42121
H 1.37037 -1.40604 -0.87059
H 1.62891 -0.75843 -2.20875
O -0.68131 -0.25886 1.65512
H -0.29141 -0.09840 2.52810
H -1.49351 -0.74537 1.69996
O -0.36279 1.14430 -0.30162
H -0.47396 0.72963 0.67557
H -1.02431 1.53657 -0.82954
H 0.16362 0.48010 -0.92706

103
Properties=species:S:1:pos:R:3 method="wB97M-V/def2-TZVPD" de_lowest_kj_mol=0.00 total_energy_ha=-5033.7245
Hf 1.49928 0.20003 0.48209
C 3.82514 -0.19320 0.37141
C 3.41074 -0.82052 -0.85710
C 2.73172 -2.05371 -0.52704
C 2.68825 -2.16762 0.89194
C 3.35718 -1.03378 1.46966
C 3.85592 -1.00704 2.87995
C 2.19507 -3.36525 1.63583
C 2.34403 -3.12390 -1.48859
C 3.65268 -0.29597 -2.23075
C 4.90276 0.83162 0.51675
H 4.82060 -1.54783 2.97115
H 3.16934 -1.50218 3.59456
H 4.00063 0.01938 3.26784
H 2.92841 -4.18535 1.72145
H 1.27681 -3.81076 1.16270
H 1.89069 -3.12639 2.66461
H 3.21593 -3.71715 -1.84940
H 1.88471 -2.66571 -2.35930
H 1.58029 -3.80714 -1.05972
H 4.70943 -0.28165 -2.52473
H 3.31617 0.75380 -2.30592
H 3.07457 -0.93660 -2.95125
H 4.98502 1.19203 1.55762
H 4.72209 1.73440 -0.10512
H 5.91697 0.45391 0.28113
C -5.34180 -4.26254 -1.81993
Si -3.64330 -3.84980 -1.07866
C -3.83790 -3.54218 0.81072
C -2.44540 -5.27101 -1.35653
Si -2.71195 -1.86637 -2.07608
Te -0.65759 -1.68675 -0.59635
Si -4.02235 0.06905 -1.85477
C -3.07094 1.56730 -2.59312
C -5.66234 -0.23870 -2.79831
C -4.43944 0.50543 -0.07208
Si -2.06918 -2.24080 -4.27434
C -1.53122 -0.57342 -4.99016
C -3.45299 -3.01716 -5.29396
C -0.57894 -3.41111 -4.20646
H -5.80918 -5.13315 -1.29446
H -5.24411 -4.51063 -2.91893
H -5.97627 -3.35921 -1.72194
H -4.14456 -4.47705 1.32429
H -4.60643 -2.78064 0.99121
H -2.86192 -3.23482 1.17423
H -2.81134 -6.12512 -0.75684
H -1.42257 -5.08612 -0.98016
H -2.36765 -5.57535 -2.42518
H -3.19901 1.61463 -3.69628
H -1.99339 1.62679 -2.32029
H -3.57364 2.44876 -2.14931
H -5.56482 -0.08479 -3.89483
H -6.46244 0.45341 -2.44537
H -6.03993 -1.27623 -2.66996
H -3.53783 0.63271 0.54594
H -5.07250 -0.25263 0.44843
H -4.96002 1.48101 -0.03301
H -2.42395 -0.08552 -5.44614
H -0.75375 -0.69009 -5.77899
H -1.11557 0.10280 -4.22318
H -4.43635 -2.53814 -5.13872
H -3.52429 -4.10445 -5.06416
H -3.18823 -2.92857 -6.37333
H 0.28177 -2.89686 -3.74479
H -0.24740 -3.76968 -5.20723
H -0.80169 -4.34992 -3.62535
C 1.42072 2.12161 -0.15254
Ge 1.47612 2.77430 1.63338
C 3.26251 3.52537 2.15697
C 3.79181 4.36344 1.17634
C 4.95157 5.07006 1.37246
C 5.74182 4.87379 2.50698
C 5.29525 3.92692 3.41885
C 4.07956 3.25137 3.26036
C 0.83207 1.19555 2.65482
C -0.30540 0.48913 2.09294
C -0.91275 -0.57328 2.82110
C -0.63863 -0.69222 4.17077
C 0.31849 0.10826 4.76462
C 1.14965 0.93710 4.00590
C 0.29400 4.29610 2.08914
C -0.65798 4.71458 1.18244
C -1.42085 5.84639 1.47174
C -1.24593 6.56410 2.63915
C -0.33747 6.05027 3.58810
C 0.45994 4.95964 3.32449
H 2.07181 2.72585 -0.79990
H 3.22706 4.51607 0.25320
H 5.25217 5.80286 0.64558
H 6.62691 5.47372 2.64311
H 5.85090 3.69996 4.30176
H 3.79010 2.53068 4.02612
H -0.89067 0.91405 1.27882
H -1.64332 -1.21974 2.34185
H -1.12114 -1.45187 4.80043
H 0.46308 -0.00394 5.82425
H 1.98535 1.40382 4.51179
H -0.78474 4.19034 0.23575
H -2.17276 6.19538 0.77376
H -1.82889 7.45761 2.81191
H -0.16537 6.55798 4.51841
H 1.15301 4.57825 4.06976

11
Properties=species:S:1:pos:R:3 method="wB97M-V/def2-TZVPD" smiles="CC1=[N+](C#N)C1" de_lowest_kj_mol=307.91 total_charge=+1 total_energy_ha=-264.4981
C 0.52825 -1.03587 -0.00596
C -0.49248 -0.02706 0.05263
N -1.73489 0.13204 -0.06417
C -2.97254 -0.25715 -0.12661
N -4.08002 -0.41106 0.06347
C -0.90941 1.35381 -0.01241
H 0.81104 -1.32678 0.94547
H 1.45640 -0.83314 -0.62366
H 0.25544 -2.09477 -0.22175
H -0.86559 2.06434 0.93005
H -0.93777 2.03574 -0.81613

no.,orbital gap (eV)
1,10.05
2,5.53
3,9.72
4,9.65
5,8.87
6,13.59
7,5.90
8,10.27